{"formula": "C88H196O32", "method": "ωB97M-V/def2-TZVPD", "max_force_ha_per_bohr": 0.1044, "e_tot_ha": -5877.57451, "homo_lumo_gap_ev": 9.52, "lumo_energy_ev": 0.275, "elements": ["C", "C", "C", "C", "C", "C", "H", "H", "H", "H", "H", "H", "H", "H", "H", "H", "H", "H", "H", "H", "C", "C", "C", "C", "C", "C", "H", "H", "H", "H", "H", "H", "H", "H", "H", "H", "H", "H", "H", "H", "C", "C", "C", "C", "C", "C", "H", "H", "H", "H", "H", "H", "H", "H", "H", "H", "H", "H", "H", "H", "C", "C", "C", "C", "C", "C", "H", "H", "H", "H", "H", "H", "H", "H", "H", "H", "H", "H", "H", "H", "C", "O", "C", "C", "O", "C", "C", "O", "C", "H", "H", "H", "H", "H", "H", "H", "H", "H", "H", "H", "H", "H", "H", "C", "O", "C", "C", "O", "C", "C", "O", "C", "H", "H", "H", "H", "H", "H", "H", "H", "H", "H", "H", "H", "H", "H", "C", "O", "C", "C", "O", "C", "C", "O", "C", "H", "H", "H", "H", "H", "H", "H", "H", "H", "H", "H", "H", "H", "H", "C", "O", "C", "C", "O", "C", "C", "O", "C", "H", "H", "H", "H", "H", "H", "H", "H", "H", "H", "H", "H", "H", "H", "C", "O", "C", "C", "O", "C", "C", "O", "C", "H", "H", "H", "H", "H", "H", "H", "H", "H", "H", "H", "H", "H", "H", "C", "O", "C", "C", "O", "C", "C", "O", "C", "H", "H", "H", "H", "H", "H", "H", "H", "H", "H", "H", "H", "H", "H", "O", "C", "O", "C", "C", "C", "H", "H", "H", "H", "H", "H", "H", "H", "O", "C", "O", "C", "C", "C", "H", "H", "H", "H", "H", "H", "H", "H", "O", "C", "O", "C", "C", "C", "H", "H", "H", "H", "H", "H", "H", "H", "O", "C", "O", "C", "C", "C", "H", "H", "H", "H", "H", "H", "H", "H", "O", "C", "O", "C", "C", "C", "H", "H", "H", "H", "H", "H", "H", "H", "O", "C", "O", "C", "C", "C", "H", "H", "H", "H", "H", "H", "H", "H", "O", "C", "O", "C", "C", "C", "H", "H", "H", "H", "H", "H", "H", "H"], "xyz": [[-2.371648, -1.537762, 6.377884], [-1.925748, -1.706302, 7.840304], [-0.431858, -2.038322, 7.977384], [0.237602, -1.652182, 9.316514], [0.222092, -0.190262, 9.728084], [1.200352, 0.556258, 8.766744], [-2.297418, -2.520392, 5.912024], [-1.715158, -0.864162, 5.827074], [-3.360538, -1.170102, 6.103994], [-2.222768, -0.883152, 8.490154], [-2.402618, -2.570282, 8.303164], [0.186792, -1.578602, 7.206654], [-0.374058, -3.101382, 7.743604], [-0.161428, -2.270562, 10.120554], [1.249792, -2.056552, 9.308344], [-0.756058, 0.268758, 9.584454], [0.403812, 0.009478, 10.784104], [0.645762, 0.624848, 7.830884], [1.346422, 1.576658, 9.121094], [2.204902, 0.136098, 8.717444], [7.798982, 3.760718, -3.211096], [6.559752, 4.594268, -3.430936], [5.561632, 3.941668, -4.409876], [4.832442, 2.722778, -3.871326], [3.489612, 2.577258, -4.618826], [2.558072, 1.434608, -4.168356], [8.470872, 4.260088, -2.513026], [8.410782, 3.629698, -4.103636], [7.582092, 2.810388, -2.723316], [6.062802, 4.799398, -2.482746], [6.774632, 5.570208, -3.866216], [5.903312, 3.672368, -5.409296], [4.805742, 4.698098, -4.620936], [5.423162, 1.838108, -4.109026], [4.593982, 2.755778, -2.808236], [2.875072, 3.477328, -4.601036], [3.700162, 2.361948, -5.666396], [1.955242, 1.738798, -3.312686], [1.907682, 0.934198, -4.885776], [3.116802, 0.561748, -3.830656], [-0.076058, -9.371482, 4.938284], [1.217672, -8.547722, 5.090094], [0.970802, -7.149192, 5.731824], [1.645512, -6.062682, 4.976564], [1.057132, -4.689402, 5.537514], [1.586952, -3.522712, 4.804184], [-0.530708, -9.519902, 5.917754], [0.048732, -10.407332, 4.622784], [-0.761998, -8.906872, 4.229954], [1.909202, -9.110942, 5.716744], [1.811522, -8.384802, 4.190704], [1.299412, -7.275372, 6.763414], [-0.077918, -6.870762, 5.835584], [2.699142, -6.125162, 5.248724], [1.727292, -6.128342, 3.891624], [-0.030408, -4.754372, 5.503914], [1.419202, -4.676042, 6.565534], [1.282582, -3.658832, 3.766434], [1.211242, -2.591582, 5.228374], [2.674002, -3.547042, 4.880594], [-2.583328, 5.686288, 9.189594], [-1.969248, 5.111228, 7.940504], [-1.242598, 6.159258, 7.140944], [-0.489518, 5.536968, 5.922664], [0.233832, 6.476488, 4.948994], [0.661602, 5.992998, 3.586254], [-2.902848, 4.789648, 9.720684], [-3.471318, 6.289978, 9.002144], [-1.935768, 6.371428, 9.736714], [-1.408858, 4.186098, 8.075394], [-2.810358, 4.742388, 7.353494], [-0.535958, 6.744298, 7.729574], [-1.955908, 6.846738, 6.686344], [0.242702, 4.892808, 6.409504], [-1.241318, 4.989058, 5.354614], [-0.410838, 7.344118, 4.808574], [1.093342, 6.917988, 5.453384], [1.193302, 5.041498, 3.579504], [-0.202498, 5.920068, 2.925864], [1.417622, 6.649268, 3.155144], [4.630142, -3.058192, -11.029396], [3.248682, -2.775952, -11.108866], [2.349352, -3.485592, -10.244656], [0.810042, -3.148342, -10.444676], [0.084742, -3.864072, -9.522726], [-1.306218, -3.628212, -9.748616], [-2.198428, -4.340252, -8.780226], [-2.088918, -4.032722, -7.402886], [-2.224438, -2.721942, -6.935736], [5.146162, -2.158152, -11.363696], [4.811162, -3.897552, -11.700816], [4.951242, -3.254902, -10.006506], [2.516932, -3.230962, -9.198146], [2.470182, -4.539792, -10.493936], [0.505852, -3.425662, -11.453966], [0.590572, -2.086822, -10.330196], [-1.726908, -3.739162, -10.748016], [-1.652218, -2.627972, -9.488056], [-2.005678, -5.409162, -8.871756], [-3.247238, -4.342552, -9.077036], [-2.988618, -2.106942, -7.411026], [-1.390588, -2.020042, -6.947156], [-2.355428, -2.798602, -5.856356], [-8.208248, -2.782482, 2.160324], [-7.053138, -3.305662, 2.848264], [-6.237368, -2.306952, 3.481674], [-5.356608, -3.112372, 4.491374], [-4.261368, -3.890382, 3.987814], [-3.563548, -3.274722, 2.881284], [-2.187568, -3.854092, 2.869164], [-1.930088, -4.169672, 1.464994], [-2.382708, -5.473952, 1.023974], [-8.813028, -3.607722, 1.784394], [-7.928518, -2.155592, 1.313654], [-8.847548, -2.043392, 2.643184], [-6.867568, -1.669912, 4.102264], [-5.706468, -1.788322, 2.683374], [-5.996448, -3.813392, 5.027364], [-5.095448, -2.324282, 5.197634], [-3.460468, -2.200402, 3.033914], [-4.090398, -3.398212, 1.935084], [-2.011258, -4.694642, 3.540344], [-1.583488, -3.007292, 3.194944], [-2.296248, -5.331852, -0.053266], [-3.338938, -5.838302, 1.399444], [-1.627548, -6.194622, 1.337764], [13.509852, -2.840062, -1.428046], [12.397502, -1.876792, -1.406386], [11.105962, -2.505462, -1.163056], [9.961222, -1.550782, -1.640236], [8.654172, -1.968522, -1.223116], [7.605312, -1.061312, -1.771076], [6.178492, -1.478382, -1.330006], [5.760622, -2.727092, -1.917516], [4.399272, -2.999882, -1.841406], [14.259592, -2.362642, -2.058976], [13.108152, -3.768172, -1.834666], [13.764652, -3.136942, -0.410676], [10.984322, -2.828432, -0.129136], [10.819932, -3.393772, -1.726266], [10.085812, -1.630542, -2.720146], [10.243422, -0.575542, -1.243536], [7.675052, -1.037752, -2.858586], [7.870722, -0.035352, -1.516006], [5.593702, -0.587462, -1.558896], [6.093352, -1.586112, -0.248696], [3.675912, -2.397682, -2.391136], [4.262082, -2.995482, -0.760086], [4.340272, -4.019442, -2.222356], [-1.901368, -7.575142, -3.403216], [-2.492908, -6.513442, -2.643176], [-3.842328, -6.700322, -2.354086], [-4.477048, -5.337872, -2.002906], [-5.504848, -5.375682, -1.031136], [-5.961708, -4.117992, -0.530466], [-6.605018, -3.075802, -1.528796], [-6.691448, -1.790302, -0.892666], [-6.663188, -0.730702, -1.784686], [-1.819408, -8.418752, -2.717876], [-0.905948, -7.251902, -3.707776], [-2.533778, -7.812622, -4.258646], [-4.046678, -7.292962, -1.462386], [-4.360128, -7.135992, -3.208596], [-4.923218, -4.944402, -2.916256], [-3.748808, -4.581292, -1.710756], [-5.092388, -3.673752, -0.045666], [-6.720948, -4.249482, 0.240484], [-7.419838, -3.458152, -2.143596], [-5.848958, -2.949822, -2.303776], [-6.660498, 0.133598, -1.120556], [-7.603278, -0.576612, -2.314386], [-5.810118, -0.652142, -2.458626], [-2.690148, 0.981788, -4.103886], [-2.362838, 1.771828, -5.240796], [-1.034018, 1.694448, -5.642526], [-0.572318, 2.753108, -6.685756], [-0.381718, 4.119828, -6.094386], [-0.896338, 5.225248, -6.935906], [-2.442608, 5.324858, -7.029356], [-2.895698, 4.553638, -8.167566], [-4.140318, 3.800498, -8.068636], [-2.584408, -0.079592, -4.328376], [-3.707198, 1.174088, -3.762226], [-2.068218, 1.359398, -3.292266], [-0.774248, 0.689858, -5.976306], [-0.381328, 1.856498, -4.784716], [-1.198778, 2.767978, -7.577626], [0.394002, 2.518248, -7.132026], [-0.404418, 5.368298, -7.898016], [-0.630248, 6.066678, -6.296146], [-2.737998, 6.371278, -7.105806], [-2.989578, 4.887678, -6.194006], [-4.063258, 3.011038, -7.321026], [-4.501798, 3.546298, -9.065026], [-4.987618, 4.408658, -7.751876], [-2.050588, -1.082442, -1.713266], [-3.046698, -0.184432, -1.315926], [-3.200918, -0.090132, 0.105054], [-2.355778, 1.054608, 0.702744], [-1.017038, 0.991038, 0.675604], [-0.391658, -0.020022, 1.486454], [1.157022, 0.354358, 1.503684], [1.923052, 0.006238, 0.336694], [1.602522, 0.823508, -0.866406], [-2.021888, -1.962852, -1.071266], [-1.152488, -0.470332, -1.630606], [-1.971728, -1.515812, -2.710296], [-2.944348, -1.080752, 0.480494], [-4.287148, -0.137342, 0.182344], [-2.681908, 1.179758, 1.735254], [-2.737918, 2.000878, 0.319794], [-0.724418, -1.012512, 1.182614], [-0.821948, 0.148998, 2.473564], [1.545192, -0.148102, 2.389664], [1.358772, 1.414778, 1.655064], [2.109802, 0.308078, -1.681946], [2.038812, 1.822118, -0.843256], [0.554712, 0.819658, -1.166716], [6.550282, 0.747738, 3.307484], [6.790972, -0.435542, 3.190064], [5.911822, -1.329042, 2.679444], [4.488982, -0.998852, 2.530824], [3.799572, -2.318952, 2.446874], [8.218972, -1.014782, 3.286734], [4.093162, -0.277702, 1.815724], [4.270362, -0.504742, 3.477484], [4.082762, -2.860182, 3.349634], [4.021062, -2.824382, 1.506894], [2.757722, -2.119522, 2.697624], [8.446682, -1.421032, 4.272234], [8.892092, -0.195932, 3.032774], [8.169062, -1.776882, 2.509044], [-3.062688, 3.944738, 3.201794], [-3.589598, 4.762868, 3.995734], [-4.343188, 4.386628, 5.025224], [-4.509758, 3.017638, 5.381214], [-5.357818, 2.977948, 6.638744], [-3.535568, 6.321218, 3.949444], [-3.576838, 2.478478, 5.545694], [-5.088508, 2.458998, 4.645644], [-5.630968, 1.946158, 6.859884], [-6.244798, 3.585658, 6.459694], [-4.706198, 3.417278, 7.394044], [-2.515558, 6.643268, 4.159104], [-4.242828, 6.714878, 4.679454], [-3.790228, 6.720688, 2.967774], [-7.675258, 1.146788, 1.529404], [-8.412888, 1.720518, 2.213654], [-9.290928, 2.545448, 1.747014], [-9.459118, 2.759848, 0.391304], [-10.874858, 3.274318, 0.169844], [-8.621148, 1.410318, 3.637194], [-9.217398, 1.862978, -0.179056], [-8.645638, 3.433108, 0.120984], [-11.615508, 2.753018, 0.776294], [-11.045348, 3.127998, -0.896756], [-11.012648, 4.319798, 0.445694], [-9.153778, 0.463518, 3.547834], [-9.138688, 2.180618, 4.208934], [-7.710108, 1.066258, 4.126814], [2.114712, -4.196172, -0.361916], [1.659032, -5.282402, -0.751896], [2.009292, -6.455512, -0.168466], [3.019802, -6.507902, 0.890654], [3.467132, -7.968022, 1.050524], [0.605012, -5.377212, -1.739026], [2.617812, -6.025202, 1.781434], [3.834382, -5.857482, 0.572034], [4.052022, -8.154172, 0.149774], [2.632622, -8.669002, 1.032804], [4.046952, -8.085712, 1.965974], [-0.382908, -5.649192, -1.367336], [0.865072, -6.045962, -2.559536], [0.439712, -4.410192, -2.214056], [-3.296668, 7.951348, -1.775636], [-3.465228, 7.028348, -2.523936], [-3.834858, 5.839148, -2.250106], [-4.169778, 5.404198, -0.927206], [-4.628678, 3.993108, -1.056436], [-3.307298, 7.180638, -3.978786], [-5.071858, 5.952018, -0.654746], [-3.360888, 5.576218, -0.217126], [-5.307048, 3.694258, -1.855556], [-5.093678, 3.681728, -0.121066], [-3.779308, 3.332458, -1.230256], [-3.717558, 8.112328, -4.368336], [-3.666338, 6.281608, -4.479726], [-2.302708, 7.019228, -4.369736], [8.406082, 5.325848, 1.151354], [7.420202, 5.363408, 0.432684], [6.653392, 4.243628, 0.074824], [7.083452, 2.956958, 0.354154], [6.078082, 1.789768, -0.135866], [6.943192, 6.686778, -0.067526], [7.130562, 2.846028, 1.437474], [8.110092, 2.899668, -0.007546], [5.085202, 1.879788, 0.304824], [6.470912, 0.857168, 0.269154], [5.821522, 1.716338, -1.192696], [6.007812, 6.404528, -0.550746], [7.670932, 7.235678, -0.665196], [6.513742, 7.250248, 0.760824], [2.885382, 6.378758, -1.387566], [2.724732, 6.354758, -2.581266], [1.941422, 5.539688, -3.361456], [1.023352, 4.637828, -2.727336], [-0.523058, 5.124868, -2.753386], [3.467872, 7.454708, -3.357476], [1.200482, 4.264208, -1.718806], [0.904532, 3.771068, -3.377496], [-0.913508, 5.430128, -3.724196], [-0.715218, 6.034728, -2.184766], [-1.105418, 4.277768, -2.390946], [4.544102, 7.571328, -3.230076], [2.968802, 8.389738, -3.103046], [3.336312, 7.267418, -4.423176]], "forces_ev_per_a": [[0.44, -0.32, -0.24], [-0.21, 0.12, 0.28], [0.25, 0.67, -0.15], [-0.59, -1.55, 0.82], [0.72, 0.53, -1.20], [-0.99, 0.72, 1.21], [0.08, -0.06, -0.28], [0.37, 0.00, 0.10], [-0.30, -0.05, 0.84], [0.13, 0.35, -0.24], [-0.50, -0.02, -0.17], [-0.26, 0.31, -0.35], [0.46, -0.17, 0.42], [-0.65, -0.01, 0.14], [0.38, 0.41, -0.29], [-0.22, -0.17, -0.18], [0.52, -0.46, 0.02], [0.72, -0.09, -0.38], [-0.07, 0.19, -0.08], [-0.27, -0.38, -0.32], [0.71, 0.43, 0.67], [-0.35, -0.35, -1.22], [-0.77, 0.50, 0.77], [-1.19, -0.24, -0.65], [-0.69, -1.04, -0.68], [0.54, -0.61, 0.86], [0.06, 0.17, 0.18], [-0.30, -0.27, -0.20], [-0.13, -0.20, -0.32], [-0.14, -0.18, 0.04], [0.48, 0.12, 0.10], [0.78, 0.14, 0.08], [-0.23, 0.20, 0.07], [0.03, -0.26, 0.43], [0.38, 0.17, 0.21], [0.39, 0.32, 0.03], [0.21, 0.31, -0.24], [-0.11, 0.02, -0.07], [-0.17, 0.80, -0.52], [0.48, 0.03, 0.31], [0.46, -0.17, -0.12], [-0.36, -0.09, 0.43], [-0.53, -1.89, -0.33], [0.64, 2.04, 1.44], [1.00, -2.17, -0.23], [0.11, 0.29, -0.30], [-0.28, 0.55, 0.06], [0.49, 0.04, -0.40], [-0.18, 0.09, 0.23], [-0.02, -0.05, 0.24], [-0.49, -0.24, -0.50], [0.30, 0.69, 0.09], [-0.36, -0.54, -0.29], [0.36, 0.38, 0.13], [-1.00, -0.15, -0.16], [-0.07, 0.09, 0.14], [-0.46, 0.12, 0.29], [0.17, 0.55, -0.21], [0.04, 0.18, -0.26], [0.01, 0.26, -0.19], [-0.33, -0.45, 0.32], [-0.57, 0.38, -0.78], [0.77, 0.07, -2.00], [0.07, 0.13, 0.49], [-0.09, 1.01, 1.11], [0.26, -0.53, -0.27], [-0.05, 0.48, 0.92], [-0.12, -0.12, -0.37], [0.30, -0.54, 0.32], [0.57, 0.26, 0.51], [-0.13, 0.06, -0.40], [-0.03, 0.00, 0.24], [-0.27, 0.34, 0.38], [0.01, -0.64, -0.54], [0.17, -0.57, 0.03], [-0.23, 0.21, -0.17], [0.20, -0.12, 0.21], [-0.31, -0.34, 0.30], [0.14, -0.11, -0.20], [-0.35, 0.41, -0.10], [-0.72, -0.03, 0.08], [-1.63, 0.91, 0.32], [-0.61, 0.37, -0.61], [2.17, 0.62, -1.38], [-1.91, -0.67, 0.32], [-1.03, 0.99, 1.52], [-0.02, -2.04, 0.24], [0.66, -0.11, -0.22], [-0.01, 0.87, 0.58], [0.04, -0.16, -0.17], [0.56, -0.14, 0.15], [0.04, -0.25, 0.08], [0.50, -0.38, 0.17], [-0.07, -0.30, 0.63], [0.06, -0.04, -0.32], [0.35, 0.35, 0.00], [0.74, -0.63, -0.43], [1.09, 1.14, -0.32], [0.39, -0.24, 0.52], [-0.23, 0.91, -0.33], [-0.73, -0.45, 0.00], [1.06, -0.53, -0.76], [-0.71, -0.16, -0.04], [0.78, 0.36, -0.81], [-1.41, 0.74, -0.19], [-0.24, -2.62, 0.03], [-0.37, 0.68, -0.85], [-0.68, 1.34, -0.34], [-1.12, -0.29, 1.66], [0.17, 0.06, -1.96], [0.18, -0.12, 1.21], [1.52, 0.99, 0.24], [0.15, -0.06, 0.27], [0.58, -0.32, -0.53], [-0.04, -0.39, 1.32], [0.00, 0.42, -0.14], [0.18, 0.48, 0.36], [-0.09, 0.05, -0.16], [0.97, -0.13, 0.33], [-0.27, 0.26, 0.19], [-0.06, -0.36, 0.02], [-0.30, -0.15, -0.09], [0.92, -0.44, -0.39], [-0.58, -0.63, -0.03], [-0.34, 0.55, -0.17], [0.07, -0.29, -0.02], [-2.29, 0.47, 0.03], [-0.89, -1.52, -0.07], [-0.94, 0.36, 0.11], [0.94, -0.45, 0.73], [-0.28, 1.05, -0.66], [0.83, -1.54, 0.43], [1.01, -0.39, -0.08], [1.88, 2.18, -1.40], [0.42, -1.02, 1.27], [0.23, -0.40, 0.45], [0.33, -0.04, -0.65], [0.63, 0.57, 0.10], [0.15, 0.43, 0.37], [1.20, -0.51, -0.45], [-0.42, 0.68, -0.26], [-0.42, 0.45, -0.27], [-0.12, -0.53, -0.26], [-0.32, 0.09, 0.67], [-0.68, -0.24, -0.55], [0.29, 0.00, 0.33], [0.28, 0.57, 0.01], [-1.37, -0.12, -0.05], [-0.39, -0.06, 0.16], [-0.43, 0.45, 1.03], [0.65, 0.31, -0.40], [-1.07, 0.78, 0.99], [-0.49, 1.21, -0.97], [-0.92, -0.63, 0.16], [-0.39, 0.72, -0.20], [2.81, -0.32, -0.50], [-0.39, -2.20, -0.02], [-0.70, 1.77, 0.62], [0.13, -0.44, -0.32], [-0.19, 0.00, -0.06], [0.12, -0.11, -0.13], [0.37, -0.67, 0.08], [-0.11, -0.13, -0.04], [0.06, 0.13, -0.33], [0.58, -0.21, 0.16], [0.00, 0.60, -0.04], [0.26, -0.75, 0.11], [-0.97, 0.21, 0.80], [0.38, 0.09, -0.30], [0.39, 0.30, -0.06], [-0.15, -0.54, -0.51], [0.18, -0.48, 0.00], [0.42, 0.91, -0.17], [-1.22, 0.48, -0.69], [1.34, 0.88, 0.09], [-0.16, 0.93, 0.22], [-1.34, -0.92, -1.96], [-0.77, -0.36, 2.41], [-0.12, -1.80, -0.91], [-0.63, -0.20, -0.55], [0.32, 1.59, 0.52], [0.24, -0.07, 0.22], [-0.09, 0.10, -0.52], [0.30, -0.66, 0.31], [-0.05, -0.24, -0.49], [0.16, 0.09, 0.44], [-0.63, 0.34, 0.32], [0.30, -0.55, 0.56], [-0.05, -0.50, -0.10], [0.28, 0.26, -0.17], [-0.03, 0.17, -0.30], [0.60, 0.13, 0.66], [0.20, -0.43, -0.40], [0.85, -0.66, -0.03], [0.11, 0.62, 0.49], [1.78, 0.24, 0.72], [-1.13, -0.15, -1.10], [0.55, -1.00, -1.20], [-3.72, 0.09, 1.18], [2.28, -0.52, -1.21], [0.52, 2.14, -0.31], [-0.86, -0.72, -0.69], [-1.19, 0.72, -0.65], [0.83, -1.60, 0.45], [0.19, 0.01, 0.40], [0.80, -0.71, 0.20], [-1.28, 0.60, -0.45], [0.51, -0.06, 0.54], [-0.10, 1.21, 0.83], [-0.27, -0.35, 0.71], [0.52, 0.06, -0.72], [0.75, -0.25, -0.31], [0.30, -0.14, 0.60], [0.48, -0.34, -0.29], [-0.86, 0.27, 0.26], [0.19, -0.14, 0.23], [-0.21, 0.18, 0.51], [-0.09, 0.20, 0.64], [-0.30, -0.78, 0.41], [0.38, 1.09, -1.08], [0.23, 0.35, -0.50], [0.30, 0.40, 1.91], [-0.20, 0.39, 1.04], [-1.59, 0.20, -0.36], [1.21, -0.06, -0.86], [-0.36, -0.06, 0.22], [0.50, -0.56, -0.43], [-0.49, -0.20, 0.24], [-0.34, -0.22, -1.00], [-0.06, -0.06, -0.15], [0.02, -0.23, 0.08], [0.77, -0.23, 0.22], [-1.40, 2.62, 2.32], [1.16, -1.34, -2.49], [0.02, 0.13, 0.48], [-0.87, -1.15, -0.10], [0.83, 0.58, -0.39], [-0.02, -1.17, -0.15], [0.28, 0.40, -0.24], [0.35, 0.29, -0.70], [0.06, 0.12, 0.18], [-0.04, -0.05, 0.32], [-0.60, -0.09, 0.59], [-0.04, -0.03, 0.15], [0.25, 0.00, 0.02], [0.00, -0.33, -0.09], [3.78, -2.48, -2.91], [-1.47, 0.64, 1.95], [-2.12, 1.57, 1.78], [0.46, 0.29, -0.92], [0.51, 0.10, -0.34], [0.26, -0.56, 0.95], [-0.40, -0.32, 0.11], [-0.33, 0.54, -0.49], [0.19, -0.47, -0.23], [-0.55, 0.24, 0.06], [0.32, 0.09, -0.21], [-0.72, 0.13, 0.43], [-0.09, -0.32, -0.09], [0.23, 0.52, -0.10], [-0.58, -2.23, -0.80], [1.74, 2.18, 3.30], [-0.14, -0.26, -0.41], [-0.37, 0.55, -0.50], [-0.36, 0.98, -0.68], [-1.19, 0.11, -2.01], [-0.25, -0.27, 0.09], [0.19, -0.15, 0.02], [0.30, -0.43, 0.27], [-0.10, 0.17, 0.23], [0.09, -0.06, -0.18], [0.25, -0.40, 0.35], [-0.01, -0.32, 0.18], [0.29, 0.14, 0.22], [-0.05, 0.22, 1.26], [0.84, 2.53, -0.96], [-0.43, -2.91, 0.68], [-1.41, 0.66, -0.53], [0.78, -1.76, 0.43], [0.39, -0.96, -2.08], [0.31, 0.60, 0.40], [-0.04, -0.10, -0.11], [-0.24, 0.93, -0.13], [0.06, -0.06, 0.11], [0.19, -0.12, 0.18], [0.05, -0.20, 0.10], [-1.14, 0.28, -0.04], [0.65, 0.89, 0.71], [-1.11, -1.02, -0.96], [1.66, -0.98, 1.50], [-0.49, 3.32, -0.77], [-0.27, -1.95, 0.67], [0.57, 1.50, 0.60], [-2.28, -1.15, -0.20], [0.11, -0.18, 0.13], [-0.01, -0.68, -0.27], [0.10, 0.44, 0.51], [0.16, -0.01, -0.26], [0.81, 0.11, -0.21], [0.09, 0.59, -1.09], [-0.21, -0.20, 0.16], [0.79, 0.24, 0.28], [-1.11, -1.38, -0.07], [1.36, 1.28, 0.02], [0.48, 0.52, 1.53], [-3.37, -0.07, -0.83], [1.55, 0.62, 0.08], [-0.95, -0.74, -1.54], [0.84, 0.64, -0.02], [0.84, -0.03, -0.15], [0.51, -0.66, -0.43], [0.20, -0.22, 0.72], [-0.10, 0.14, 0.12], [-0.19, -0.44, 0.74], [0.09, 0.02, 0.00], [-0.13, 0.25, -0.15]]}